The following is a quantum chemistry calculation of a structure of composition C19H40Al2BF12NO10P2SV in a non-equilibrium geometry, from the Open Molecules 2025 dataset.

Output
frontier orbital gap = 2.26 eV
total energy = -5287.70337 a.u.
total charge = +1
E_HOMO = -11.2 eV

Each line ends with the Löwdin charge.
Geometry (Å):
H (-4.729, 1.149, -1.383)  0.093
H (-6.174, -7.082, -2.275)  0.049
C (5.104, 4.175, 4.784)  -0.107
C (6.825, 5.387, 1.587)  -0.537
C (-4.575, 0.263, -0.784)  -0.034
H (-2.336, 2.823, -3.807)  0.095
P (-3.799, 1.787, 3.540)  0.416
H (0.358, 0.936, 1.151)  0.075
F (1.424, -5.097, -4.354)  -0.186
O (-5.496, -6.744, -2.870)  -0.060
C (-5.555, -0.743, -0.752)  -0.016
O (6.931, 6.313, 2.309)  0.198
Al (-5.496, -8.784, -6.722)  1.205
H (-4.210, -6.190, -4.803)  0.024
F (-3.586, 2.008, 5.155)  -0.197
H (-2.886, 2.512, -5.466)  0.111
C (0.933, -2.670, 1.343)  -0.186
H (4.066, 2.306, 2.955)  0.089
O (6.249, 4.201, 1.930)  0.036
O (-4.130, -6.399, -7.477)  -0.297
H (-6.115, -2.662, 0.047)  0.115
H (5.622, 1.451, 4.637)  0.110
H (-4.113, -7.272, -7.067)  -0.211
H (5.237, 2.964, 6.550)  0.107
H (-5.876, -5.932, -3.226)  0.038
H (1.984, -2.502, 1.578)  0.082
H (0.061, -0.209, 2.479)  0.073
H (2.001, 0.993, 5.935)  0.073
F (0.618, -3.801, -2.013)  -0.211
C (4.599, 3.038, 5.666)  -0.258
C (-3.420, 0.122, -0.053)  0.006
H (-1.174, -6.932, -7.023)  0.005
C (6.190, 3.396, 0.753)  -0.064
H (6.365, 2.348, 0.989)  0.138
F (-5.012, 1.184, 2.551)  -0.233
C (-3.236, -1.022, 0.703)  -0.239
H (3.762, 0.615, 3.291)  0.099
F (-0.481, -3.091, -4.493)  -0.200
N (-3.263, -3.939, -7.136)  -0.121
Al (0.938, -3.611, -3.708)  -0.153
H (-5.228, 2.925, -4.943)  0.143
C (-4.202, -2.039, 0.742)  0.043
H (-4.025, -2.921, 1.342)  0.133
C (-4.580, 2.729, -4.068)  -0.303
C (-5.358, -1.891, 0.018)  -0.045
H (-0.717, -5.716, -5.477)  -0.002
H (4.319, 0.907, 5.661)  0.103
H (5.118, 5.114, 5.339)  0.079
H (-2.989, 4.152, -4.787)  0.100
V (2.909, 1.450, -1.804)  0.995
O (3.664, 2.829, -2.151)  -0.433
H (8.277, 3.575, 0.080)  0.175
H (0.828, -3.576, 0.747)  0.067
O (-4.776, 3.411, -3.013)  0.198
C (1.541, 0.968, 4.947)  -0.097
H (0.487, 1.221, 5.070)  0.076
H (1.712, -0.022, 1.805)  0.062
C (2.216, 1.943, 3.987)  -0.263
O (1.276, -1.139, -0.824)  -0.440
H (1.600, -0.058, 4.570)  0.064
H (-6.466, -0.628, -1.324)  0.112
H (-2.305, -3.630, -7.289)  0.005
F (-3.842, 0.164, 3.931)  -0.230
H (4.464, 4.318, 3.914)  0.063
C (-3.067, 3.093, -4.562)  0.090
P (-3.257, -5.335, -6.504)  0.460
H (3.597, 3.274, 6.036)  0.101
H (-2.659, 0.890, -0.056)  0.128
O (2.084, -0.087, -1.365)  -0.338
B (-1.499, -6.056, -6.286)  0.057
F (-3.348, 2.683, 2.203)  -0.237
O (7.267, 5.352, 0.293)  0.139
H (6.116, 3.977, 4.436)  0.069
F (-2.124, -1.153, 1.417)  0.042
H (0.340, -2.746, 2.255)  0.084
H (-4.588, 1.616, -3.979)  0.153
F (-2.133, 1.587, 3.493)  -0.248
F (-4.851, 3.015, 3.832)  -0.196
H (5.202, 3.496, 0.301)  0.127
F (2.161, -2.460, -3.925)  -0.187
C (7.285, 3.993, -0.100)  -0.314
C (3.689, 1.622, 3.723)  -0.232
C (0.647, -0.023, 1.578)  -0.215
O (-4.077, -5.275, -5.097)  -0.169
H (2.112, 2.962, 4.365)  0.109
C (4.601, 1.689, 4.950)  -0.220
H (1.681, 1.918, 3.033)  0.075
S (0.297, -1.311, 0.383)  1.114
F (6.996, 3.907, -1.419)  0.077